1.
This record from OMol25 describes the ion C7H14N3O with charge +1. The level of theory is ωB97M-V with the def2-TZVPD basis set.

```
! wB97M-V def2-TZVPD RIJCOSX def2/J DEFGRID3
* xyz 1 1
C 0.44 0.38 -0.43
C -0.91 0.55 -0.65
C 1.88 0.84 1.68
C 1.83 1.33 -0.94
C -0.25 -2.87 1.57
C -2.28 1.33 -2.43
C 1.73 0.32 0.22
N -1.90 -0.24 -0.10
N -1.54 -1.16 0.71
N -0.43 -1.62 0.89
O -1.25 1.58 -1.49
H 1.65 1.90 1.75
H 2.75 0.58 2.29
H 1.09 0.31 2.41
H 0.90 1.25 -1.67
H 2.70 1.09 -1.59
H 1.93 2.44 -0.61
H 0.01 -3.62 0.80
H 0.65 -2.83 2.08
H -1.26 -3.12 2.01
H -1.96 0.60 -3.11
H -2.52 2.34 -2.81
H -3.13 0.96 -1.85
H 2.27 -0.67 0.22
H -2.39 -1.66 1.05
*
```

Computed properties:
**E_HOMO (alpha / beta)**: -0.4682 / -0.4682 hartree
**Kohn-Sham gap (alpha / beta)**: 8.81 / 8.81 eV
**LUMO energy (alpha / beta)**: -3.93 / -3.93 eV
**Energy above the lowest of the compared OMol25 structures with the same formula, charge and spin**: 7.542 eV
**Calculated total energy**: -13990.2607 eV

The Löwdin scheme yields these atomic charges, measured in e: 0.027, -0.281, -0.049, -0.004, -0.025, -0.033, -0.312, 0.121, -0.077, 0.013, -0.087, 0.076, 0.079, 0.116, 0.174, 0.153, 0.164, 0.107, 0.060, 0.115, 0.083, 0.122, 0.091, 0.162, 0.204



2.
This record from OMol25 describes a cluster of 2 separate species, C5H10OS in total. The level of theory is ωB97M-V with the def2-TZVPD basis set.

```
! wB97M-V def2-TZVPD RIJCOSX def2/J DEFGRID3
* xyz 0 1
C -1.83 0.49 0.70
C 0.60 0.62 -0.31
C 0.80 -0.66 -0.65
C 1.73 1.40 0.31
C -0.28 -1.53 -1.17
O -1.56 -1.38 2.43
S -2.20 -1.00 1.14
H -2.32 0.74 -0.23
H -1.59 1.36 1.37
H -0.11 1.21 -0.74
H 1.71 -1.00 -0.22
H 1.90 2.53 0.08
H 2.74 0.95 0.01
H 1.97 1.44 1.38
H 0.05 -1.97 -2.12
H -1.02 -0.98 -1.58
H -0.59 -2.19 -0.41
*
```

Computed properties:
**E_HOMO**: -0.3263 hartree
**Kohn-Sham gap**: 8.84 eV
**LUMO energy**: -0.04 eV
**Energy above the lowest of the compared OMol25 structures with the same formula, charge and spin**: 3.743 eV
**Calculated total energy**: -18226.1561 eV

The Löwdin scheme yields these atomic charges, measured in e: -0.358, -0.211, -0.152, -0.119, -0.131, -0.558, 0.869, 0.031, 0.080, 0.054, 0.100, 0.092, 0.085, 0.059, 0.097, 0.025, 0.038



3.
This record from OMol25 describes a structure of composition C9H12AsCl2LiS2. The level of theory is ωB97M-V with the def2-TZVPD basis set.

```
! wB97M-V def2-TZVPD RIJCOSX def2/J DEFGRID3
* xyz 0 1
Li 0.32 -1.09 1.60
Cl -0.67 -0.71 -0.52
C 0.19 -1.83 -1.57
C -0.17 -1.78 -2.91
C 0.45 -2.64 -3.80
C 1.40 -3.53 -3.32
C 1.73 -3.56 -1.97
Cl 2.93 -4.71 -1.48
C 1.14 -2.69 -1.02
S 1.58 -2.73 0.66
H -0.91 -1.07 -3.24
H 0.20 -2.61 -4.85
H 1.89 -4.22 -3.99
C -0.74 3.46 3.15
As -0.59 1.83 2.14
C -2.31 1.75 1.28
C 0.80 2.27 0.88
S -0.19 0.23 3.44
H -0.99 4.30 2.50
H 0.20 3.64 3.66
H -1.53 3.33 3.89
H -2.44 2.63 0.64
H -3.03 1.78 2.10
H -2.45 0.85 0.71
H 0.47 3.12 0.28
H 1.06 1.44 0.24
H 1.66 2.56 1.49
*
```

Computed properties:
**E_HOMO**: -0.2623 hartree
**Kohn-Sham gap**: 7.24 eV
**LUMO energy**: 0.11 eV
**Energy above the lowest of the compared OMol25 structures with the same formula, charge and spin**: 0.000 eV
**Calculated total energy**: -117288.5458 eV

The Löwdin scheme yields these atomic charges, measured in e: 0.314, 0.633, -0.636, -0.137, -0.100, -0.126, -0.686, 0.648, -0.790, 0.406, 0.099, 0.102, 0.101, -0.264, 0.600, -0.259, -0.252, 0.054, 0.042, 0.039, 0.038, 0.046, 0.042, -0.012, 0.046, 0.009, 0.044



4.
This record from OMol25 describes an isolated molecule of C18H29NO3. The level of theory is ωB97M-V with the def2-TZVPD basis set.

```
! wB97M-V def2-TZVPD RIJCOSX def2/J DEFGRID3
* xyz 0 1
C 3.35 -3.84 0.37
C 1.86 -3.78 0.07
C 1.42 -2.39 -0.41
C -0.03 -2.42 -0.86
O -0.77 -3.36 -0.75
O -0.38 -1.25 -1.41
C -1.75 -1.11 -1.77
C -2.65 -0.90 -0.54
O -2.31 0.20 0.26
C -2.93 1.43 -0.05
C -2.16 2.36 -1.01
N -1.10 3.07 -0.33
C -0.83 4.39 -0.86
C -1.84 5.41 -0.36
C 0.08 2.26 -0.08
C 0.96 1.96 -1.30
C 1.58 -1.35 0.67
C 2.67 -0.49 0.68
C 2.82 0.44 1.68
C 1.88 0.54 2.69
C 0.79 -0.32 2.70
C 0.65 -1.26 1.69
H 3.93 -3.61 -0.52
H 3.61 -3.13 1.15
H 3.62 -4.84 0.71
H 1.60 -4.51 -0.70
H 1.29 -4.03 0.97
H 2.03 -2.10 -1.28
H -1.78 -0.25 -2.45
H -2.08 -2.01 -2.30
H -2.54 -1.78 0.10
H -3.69 -0.84 -0.89
H -3.94 1.25 -0.45
H -3.02 1.96 0.91
H -2.88 3.10 -1.38
H -1.80 1.79 -1.88
H 0.16 4.69 -0.51
H -0.81 4.40 -1.97
H -1.87 5.39 0.73
H -2.84 5.19 -0.73
H -1.57 6.41 -0.69
H 0.68 2.78 0.67
H -0.26 1.32 0.35
H 1.29 2.88 -1.78
H 0.42 1.37 -2.04
H 1.83 1.40 -0.99
H 3.41 -0.56 -0.11
H 3.68 1.11 1.68
H 1.99 1.27 3.48
H 0.05 -0.25 3.48
H -0.20 -1.93 1.70
*
```

Computed properties:
**E_HOMO**: -0.2972 hartree
**Kohn-Sham gap**: 8.99 eV
**LUMO energy**: 0.91 eV
**Energy above the lowest of the compared OMol25 structures with the same formula, charge and spin**: 1.946 eV
**SMILES**: CC[C@@H](C(=O)OCCOCCN(CC)CC)c1ccccc1
**Calculated total energy**: -26769.0464 eV

The Löwdin scheme yields these atomic charges, measured in e: -0.092, -0.199, -0.188, -0.471, 0.125, 0.013, -0.122, -0.178, -0.147, -0.176, -0.164, -0.191, -0.269, -0.088, -0.230, -0.061, -0.200, -0.059, -0.084, -0.092, -0.069, -0.022, 0.076, 0.070, 0.072, 0.118, 0.120, 0.159, 0.116, 0.132, 0.125, 0.129, 0.119, 0.131, 0.115, 0.107, 0.114, 0.118, 0.073, 0.059, 0.067, 0.115, 0.098, 0.066, 0.060, 0.052, 0.118, 0.105, 0.102, 0.107, 0.124



5.
This record from OMol25 describes a structure of composition C32H42ClNO4PSi3Zn. The level of theory is ωB97M-V with the def2-TZVPD basis set.

```
! wB97M-V def2-TZVPD RIJCOSX def2/J DEFGRID3
* xyz -1 1
Zn -0.44 -0.89 0.43
O -0.30 -0.61 3.99
Cl -2.56 -0.45 2.17
O -3.99 -0.15 2.04
O -1.80 0.54 1.35
O -2.29 -1.77 1.59
C -0.04 -3.56 2.57
Si 1.52 -2.57 2.09
C 2.75 -2.91 3.53
C 2.29 -3.49 0.60
C 1.28 -0.73 1.69
Si 0.84 0.29 3.21
C 2.32 0.54 4.42
C 0.19 2.09 2.99
C -0.92 -0.33 5.20
Si 2.71 0.04 0.75
C 2.80 1.95 0.69
C 4.45 -0.49 1.37
C 2.73 -0.41 -1.12
C 3.81 -0.12 -1.95
C 3.76 -0.45 -3.29
C 2.61 -1.07 -3.78
C 1.58 -1.31 -2.88
N 1.63 -0.99 -1.60
H 0.19 -4.60 2.81
H -0.77 -3.56 1.77
H -0.52 -3.11 3.43
H 3.00 -3.96 3.58
H 2.32 -2.62 4.48
H 3.68 -2.36 3.40
H 2.31 -4.56 0.77
H 3.31 -3.17 0.42
H 1.73 -3.31 -0.31
H 3.11 1.12 3.95
H 2.75 -0.41 4.71
H 2.03 1.06 5.32
H 0.94 2.74 2.58
H -0.13 2.52 3.93
H -0.65 2.08 2.32
H -0.59 -1.06 5.95
H -2.00 -0.41 5.07
H -0.68 0.67 5.57
H 3.01 2.37 1.67
H 1.87 2.37 0.33
H 3.59 2.29 0.01
H 4.57 -0.23 2.42
H 5.25 0.00 0.82
H 4.59 -1.56 1.28
H 4.68 0.37 -1.55
H 4.59 -0.25 -3.95
H 2.52 -1.36 -4.81
H 0.66 -1.78 -3.22
C -5.05 2.76 0.53
C -3.84 3.43 0.61
C -2.74 2.94 -0.05
C -2.84 1.78 -0.82
C -4.05 1.12 -0.90
C -5.15 1.61 -0.23
P -1.27 1.14 -1.53
C -1.26 2.07 -3.12
C -0.28 1.71 -4.04
C -0.13 2.40 -5.22
C -0.96 3.47 -5.51
C -1.94 3.84 -4.61
C -2.09 3.15 -3.42
C -1.74 -0.53 -2.11
C -2.40 -0.80 -3.30
C -2.67 -2.11 -3.66
C -2.29 -3.14 -2.82
C -1.64 -2.86 -1.62
C -1.33 -1.55 -1.24
H -5.92 3.14 1.06
H -3.76 4.32 1.23
H -1.78 3.42 0.05
H -4.13 0.19 -1.46
H -6.09 1.07 -0.27
H 0.36 0.87 -3.81
H 0.64 2.11 -5.93
H -0.83 4.03 -6.43
H -2.58 4.69 -4.83
H -2.86 3.45 -2.72
H -2.70 0.01 -3.96
H -3.16 -2.33 -4.60
H -2.49 -4.16 -3.10
H -1.36 -3.67 -0.97
*
```

Computed properties:
**E_HOMO**: -0.2020 hartree
**Kohn-Sham gap**: 8.06 eV
**LUMO energy**: 2.56 eV
**Calculated total energy**: -137408.6743 eV

The Löwdin scheme yields these atomic charges, measured in e: 0.599, -0.322, 0.889, -0.439, -0.555, -0.475, -0.176, 0.439, -0.180, -0.175, -0.480, 0.347, -0.146, -0.137, -0.153, 0.503, -0.172, -0.172, -0.299, -0.076, -0.082, -0.074, -0.155, 0.053, 0.026, -0.001, 0.016, 0.020, 0.012, 0.004, 0.022, 0.008, 0.006, 0.011, 0.003, 0.021, 0.007, 0.027, -0.002, 0.085, 0.079, 0.074, 0.011, 0.021, 0.022, 0.012, 0.016, 0.007, 0.093, 0.099, 0.098, 0.104, -0.100, -0.091, -0.135, -0.406, -0.079, -0.095, 1.107, -0.360, -0.105, -0.094, -0.111, -0.099, -0.083, -0.441, -0.114, -0.112, -0.111, -0.128, -0.245, 0.095, 0.097, 0.103, 0.106, 0.103, 0.083, 0.097, 0.092, 0.097, 0.095, 0.103, 0.091, 0.090, 0.087



6.
This record from OMol25 describes a structure of composition C19H9Cl4N4O3SSn. The level of theory is ωB97M-V with the def2-TZVPD basis set.

```
! wB97M-V def2-TZVPD RIJCOSX def2/J DEFGRID3
* xyz 1 1
Sn 0.13 -0.70 -0.77
O -3.62 -0.66 5.60
N -3.19 0.43 5.29
O -3.36 1.45 5.92
C -2.37 0.53 4.05
C -1.73 1.70 3.87
C -0.89 1.91 2.74
C -0.19 3.11 2.52
C 0.61 3.23 1.41
C 0.69 2.16 0.53
N 0.03 1.03 0.71
C -0.75 0.89 1.81
C -1.43 -0.37 2.01
N -1.23 -1.31 1.07
C -1.82 -2.48 1.18
C -2.68 -2.78 2.24
C -2.90 -1.83 3.21
C -2.26 -0.57 3.12
H -1.85 2.49 4.61
H -0.28 3.92 3.23
H 1.17 4.13 1.21
H 1.31 2.22 -0.36
H -1.62 -3.22 0.40
H -3.16 -3.74 2.29
H -3.55 -2.05 4.04
Cl 4.93 -1.73 -6.99
C 4.03 -1.23 -5.63
C 3.17 -2.16 -5.01
C 2.44 -1.76 -3.93
Cl 1.38 -2.86 -3.15
C 2.54 -0.42 -3.38
O 1.90 -0.04 -2.39
C 3.44 0.48 -4.08
Cl 3.57 2.08 -3.49
C 4.17 0.08 -5.17
H 3.08 -3.16 -5.40
H 4.83 0.77 -5.67
Cl 1.91 -1.64 0.46
S -2.48 -0.12 -1.49
C -2.11 0.80 -2.84
N -1.85 1.42 -3.78
*
```

Computed properties:
**E_HOMO (alpha / beta)**: -0.4318 / -0.4139 hartree
**Kohn-Sham gap (alpha / beta)**: 6.26 / 5.63 eV
**LUMO energy (alpha / beta)**: -5.48 / -5.64 eV
**Energy above the lowest of the compared OMol25 structures with the same formula, charge and spin**: 0.458 eV
**Calculated total energy**: -98700.2446 eV

The Löwdin scheme yields these atomic charges, measured in e: 0.867, 0.097, -0.329, 0.111, -0.039, 0.090, -0.102, 0.048, 0.004, -0.065, -0.032, -0.137, -0.146, -0.075, -0.098, 0.008, 0.051, -0.032, 0.141, 0.138, 0.126, 0.129, 0.131, 0.126, 0.114, 0.799, -0.629, -0.103, -0.543, 0.755, -0.426, -0.185, -0.560, 0.792, -0.104, 0.120, 0.120, 0.033, 0.577, -0.857, 0.084